# 1
Molecular formula: C21H34N3OPPtSeSi
Method: DFT, ωB97M-V/def2-TZVPD

The calculation puts the energy above the lowest of the compared OMol25 structures with the same formula, charge and spin at 37.6 kJ/mol. The total energy is -114599.81618 eV. As for the orbital gap (spin up / spin down): 4.13 / 6.44 eV. Its spin multiplicity is 5. Its strongest force on any atom is 3.67 eV/Å. As for the expectation value of S²: 6.06. As for the molecular weight: 677.6 u.

Structure (XYZ):
```
63
C21H34N3OPPtSeSi, DFT ωB97M-V/def2-TZVPD
Pt -0.2257 -0.2450 -1.1292
Si 2.4717 -0.4601 -1.7067
P -0.5610 0.1743 -3.3412
N 1.2153 -1.6534 -1.4747
H 1.0629 -0.1192 0.0367
C -2.3202 0.2731 -3.7814
H -2.4539 0.3901 -4.8622
H -2.7528 1.1294 -3.2537
H -2.8003 -0.6443 -3.4439
C 0.2305 1.6228 -4.1402
H -0.0916 1.6970 -5.1886
H 1.3250 1.5528 -4.1180
H -0.0842 2.5284 -3.6099
C -0.0110 -1.2207 -4.4054
H -0.1445 -0.9693 -5.4683
H -0.6122 -2.1094 -4.1795
H 1.0422 -1.4713 -4.2417
C 2.8783 1.4600 -1.2838
H 2.5969 1.7893 -0.2593
H 2.4835 2.1531 -2.0570
H 3.9878 1.4624 -1.3594
H 3.5364 -1.0862 -0.8988
H 2.6054 -0.3813 -3.1703
C 0.8215 -2.9760 -1.5898
C -0.8728 -4.7339 -1.3619
C -0.5141 -3.3751 -1.2501
C 1.7620 -3.9212 -2.0588
C 1.3883 -5.2605 -2.1482
C 0.0846 -5.6706 -1.7887
H -1.8988 -5.0193 -1.0806
H -1.2223 -2.5826 -0.9125
H 2.7513 -3.5212 -2.3270
H 2.1239 -5.9940 -2.4803
H -0.2172 -6.7214 -1.8602
C -1.3360 2.9803 -0.6732
O -1.5943 2.3988 -1.7390
C -2.0315 2.6459 0.6300
H -2.4157 3.5679 1.0993
H -1.2117 2.1833 1.2194
H -2.8433 1.9114 0.5599
C -0.0347 3.7274 -0.4979
H 0.0241 4.7255 -0.9539
H 0.8181 3.1031 -0.8375
H 0.1164 3.8507 0.5864
C 2.1200 0.7757 3.6901
N 0.6716 0.5580 3.6488
C 0.0084 -0.0646 2.6364
Se 0.8273 -1.0899 1.3324
N -1.3395 -0.0889 2.9830
C -1.4975 0.5310 4.2522
C -2.6125 0.5283 5.0885
C -2.3937 1.0487 6.3881
C -1.1124 1.4671 6.8096
C -0.0010 1.4182 5.9417
C -0.2364 0.9365 4.6474
H 2.6151 -0.1920 3.5306
H 2.3491 1.1943 4.6835
H 2.4001 1.4852 2.8902
H -2.0518 -0.5262 2.4183
H -3.5829 0.1698 4.7063
H -3.2371 1.0870 7.0874
H -1.0023 1.8527 7.8321
H 0.9995 1.7181 6.2346
```

Löwdin atomic charge list, values in e, 6 entries: 0.53, 0.38, 0.59, -0.35, -0.25, -0.27

***

# 2
Molecular formula: C4H8N3
Method: DFT, ωB97M-V/def2-TZVPD

The calculation puts the energy above the lowest of the compared OMol25 structures with the same formula, charge and spin at 406.6 kJ/mol. The total energy is -8738.56792 eV. As for the orbital gap: 10.07 eV. As for the charge: +1. Its strongest force on any atom is 4.64 eV/Å. As for the molecular weight: 98.1 u.

Structure (XYZ):
```
15
C4H8N3, DFT ωB97M-V/def2-TZVPD
C -2.4589 0.7938 -0.1672
C -1.6412 -1.1034 0.2869
C 2.2464 0.3091 0.3766
C 1.4530 -0.7008 -0.3053
N -2.7948 -0.3992 0.1740
N -1.0822 0.8695 -0.2485
N -0.6169 -0.3706 -0.0610
H -3.1585 1.5810 -0.3037
H -1.5290 -2.1572 0.5961
H 3.1868 0.6604 -0.1517
H 2.4377 0.0749 1.3194
H 1.6590 1.1779 0.5924
H 1.3049 -1.7438 -0.0487
H 1.4217 -0.4730 -1.3732
H -0.4280 1.4813 -0.6861
```

Löwdin atomic charge list, values in e, 6 entries: -0.09, -0.12, -0.08, 0.14, 0.12, 0.08

***

# 3
Molecular formula: C10H7FN2O
Method: DFT, ωB97M-V/def2-TZVPD

The calculation puts the energy above the lowest of the compared OMol25 structures with the same formula, charge and spin at 131.0 kJ/mol. The total energy is -18225.18935 eV. As for the SMILES: CN1C(=O)C(F)=C=Nc2ccccc21. As for the orbital gap (spin up / spin down): 7.81 / 7.80 eV. Its strongest force on any atom is 3.75 eV/Å. As for the molecular weight: 190.2 u.

Structure (XYZ):
```
21
C10H7FN2O, DFT ωB97M-V/def2-TZVPD
C -1.2282 0.5046 -1.9806
N -0.7341 0.8474 -0.6578
C -1.1766 2.0352 -0.2336
O -1.8681 2.8007 -0.8431
C -0.7621 2.2992 1.1854
F -1.5441 3.1341 1.8976
C 0.5690 2.1327 1.3461
N 1.5395 1.3624 1.0807
C 1.1517 0.0954 0.8087
C 2.0056 -0.9702 1.1410
C 1.7147 -2.2740 0.8569
C 0.4753 -2.5422 0.3150
C -0.4149 -1.5111 -0.1713
C -0.0497 -0.1573 0.0364
H -2.3660 0.5163 -1.9150
H -1.0077 1.4547 -2.5609
H -0.8364 -0.5206 -2.2105
H 3.0703 -0.8162 1.4336
H 2.5497 -2.9515 0.9844
H 0.1939 -3.6471 0.1843
H -1.2817 -1.7924 -0.6972
```

Löwdin atomic charge list, values in e, 6 entries: -0.01, -0.05, -0.45, 0.12, -0.15, 0.08

***

# 4
Molecular formula: C5H8N2
Method: DFT, ωB97M-V/def2-TZVPD

The calculation puts the energy above the lowest of the compared OMol25 structures with the same formula, charge and spin at 288.7 kJ/mol. The total energy is -8292.00458 eV. As for the orbital gap: 8.75 eV. Its strongest force on any atom is 3.54 eV/Å. As for the molecular weight: 96.1 u.

Structure (XYZ):
```
15
C5H8N2, DFT ωB97M-V/def2-TZVPD
C 1.9293 -0.9993 0.4048
N -2.8700 0.0692 0.2887
C 1.0833 1.4220 0.0531
C -1.6775 -0.3223 -0.3289
C 1.1878 0.0424 -0.3924
N -0.1986 1.6974 -0.0865
C -0.5783 0.4154 -0.3592
H -2.8979 1.0553 0.5088
H -3.7083 -0.2366 -0.1843
H 1.8056 2.0611 0.5413
H -1.6887 -1.2997 -0.7927
H 1.2661 -0.0796 -1.4720
H 2.9684 -1.0819 0.0789
H 1.9107 -0.7642 1.4689
H 1.4681 -1.9792 0.2715
```

Löwdin atomic charge list, values in e, 6 entries: -0.08, 0.04, -0.14, -0.18, -0.22, 0.08

***

# 5
Molecular formula: C18H27NO3
Method: DFT, ωB97M-V/def2-TZVPD

The calculation puts the energy above the lowest of the compared OMol25 structures with the same formula, charge and spin at 439.8 kJ/mol. The total energy is -26733.33877 eV. As for the SMILES: CCOc1ccc(/C=C/C(=O)N[C@@H](COC)CC(C)C)cc1. As for the orbital gap: 9.04 eV. Its strongest force on any atom is 3.77 eV/Å. As for the molecular weight: 305.4 u.

Structure (XYZ):
```
49
C18H27NO3, DFT ωB97M-V/def2-TZVPD
C -6.2204 3.0395 -2.9448
C -7.0176 1.7275 -2.6726
O -6.2425 0.4829 -2.7669
C -5.0009 0.4669 -2.1186
C -4.8294 0.6666 -0.7606
C -3.5701 0.5701 -0.2291
C -2.5133 0.2187 -1.0005
C -1.1787 0.0047 -0.4045
C -1.1446 -0.9179 0.6019
C 0.0246 -1.2888 1.5071
O -0.0396 -2.3253 2.2003
N 1.0973 -0.3941 1.6904
C 2.4136 -0.9949 1.6839
C 2.6750 -1.2565 0.1737
O 2.9863 0.0029 -0.3604
C 3.4924 0.0186 -1.7100
C 3.3803 0.0179 2.3906
C 4.7551 -0.4037 2.8501
C 5.7144 -0.5583 1.5912
C 4.8045 -1.6709 3.7286
C -2.6738 -0.0681 -2.3683
C -3.8918 0.1576 -2.9265
H -6.7720 3.6681 -3.6251
H -5.9895 3.5663 -2.0864
H -5.3041 2.8201 -3.5090
H -7.7827 1.5964 -3.4037
H -7.6281 1.9243 -1.7591
H -5.5504 0.8186 -0.0438
H -3.4721 0.8641 0.8407
H -0.2640 0.2923 -0.8358
H -2.0126 -1.2315 1.0593
H 1.1932 0.3639 1.1202
H 2.4002 -1.9977 2.2574
H 3.5591 -1.8805 0.1165
H 1.7532 -1.8312 -0.1314
H 4.2884 -0.6663 -1.7810
H 2.6758 -0.3750 -2.3220
H 3.8680 0.9871 -2.0260
H 3.3801 0.9586 1.8721
H 2.6824 0.2157 3.2621
H 5.1867 0.3947 3.4591
H 6.6556 -0.7013 2.0716
H 5.4775 -1.3315 0.9095
H 6.0307 0.4038 1.1255
H 5.7621 -2.0446 4.0338
H 4.2077 -2.4656 3.2868
H 4.3773 -1.4012 4.7018
H -1.7190 -0.3480 -2.7862
H -4.0243 -0.0950 -3.9619
```

Löwdin atomic charge list, values in e, 6 entries: -0.06, -0.20, -0.07, -0.26, 0.00, -0.05

***

# 6
Molecular formula: C12H36BF4N3O3
Method: DFT, ωB97M-V/def2-TZVPD

The total energy is -35179.12410 eV. As for the orbital gap: 10.67 eV. As for the charge: +2. Its strongest force on any atom is 2.32 eV/Å. As for the molecular weight: 357.2 u.

Structure (XYZ):
```
59
C12H36BF4N3O3, DFT ωB97M-V/def2-TZVPD
B -0.5300 0.4328 1.4238
F -0.2802 -0.0931 2.6975
F -1.5789 -0.4037 0.8552
F -0.9759 1.7287 1.4526
F 0.6554 0.2470 0.6614
C 0.8883 -3.5261 2.1301
C 0.0881 -3.7132 0.8745
C -1.3857 -3.8016 1.1315
O -2.0163 -3.8857 -0.1206
C -3.3852 -3.5169 -0.0875
N 0.2842 -2.5698 -0.0789
H -0.3143 -2.7629 -0.8880
H -0.0578 -1.7410 0.4255
H 1.2372 -2.3786 -0.3803
H 0.6812 -4.3262 2.8331
H 0.6660 -2.5626 2.6019
H 1.9573 -3.4944 1.9014
H 0.4078 -4.6307 0.3775
H -1.7424 -2.9340 1.7074
H -1.5675 -4.6924 1.7450
H -3.8078 -3.6589 -1.0787
H -3.5005 -2.4972 0.2915
H -3.9780 -4.1843 0.5541
C -4.6690 1.3633 -2.5554
C -3.4259 0.7669 -1.9531
C -2.1898 0.9522 -2.7784
O -1.0749 0.6532 -1.9849
C 0.1571 0.8518 -2.6754
N -3.1711 1.4123 -0.5452
H -3.0650 2.4098 -0.7070
H -3.9965 1.1616 -0.0085
H -2.3231 0.9536 -0.1785
H -4.7321 2.4483 -2.4733
H -5.5602 0.9484 -2.0819
H -4.7047 1.0978 -3.6121
H -3.5610 -0.2767 -1.6699
H -2.1050 1.9527 -3.2293
H -2.2884 0.2711 -3.6412
H 0.3191 1.9138 -2.8648
H 0.1905 0.2842 -3.6093
H 0.9392 0.4651 -2.0251
C 3.9744 0.2583 0.3874
C 4.0411 1.3829 1.4223
C 4.2121 2.7659 0.8442
O 2.9784 3.1455 0.2931
C 2.8527 4.5517 0.1532
N 2.8506 1.3283 2.3096
H 2.8679 1.9978 3.0902
H 1.9453 1.3373 1.8240
H 2.8222 0.4944 2.9137
H 4.9036 0.2781 -0.1868
H 3.1796 0.4001 -0.3430
H 3.9762 -0.7140 0.8821
H 4.9284 1.1713 2.0241
H 4.9688 2.6677 0.0572
H 4.5598 3.4641 1.6128
H 3.6750 4.9674 -0.4442
H 2.8364 5.0594 1.1206
H 1.9438 4.7788 -0.3969
```

Löwdin atomic charge list, values in e, 6 entries: -1.23, 0.13, 0.05, 0.17, 0.08, -0.02

***

# 7
Molecular formula: C16H33Cl
Method: DFT, ωB97M-V/def2-TZVPD

The calculation puts the energy above the lowest of the compared OMol25 structures with the same formula, charge and spin at 79.9 kJ/mol. The total energy is -29649.73674 eV. As for the SMILES: CCCCCCCCCCCCCCCCCl. As for the orbital gap: 11.34 eV. Its strongest force on any atom is 2.47 eV/Å. As for the molecular weight: 260.9 u.

Structure (XYZ):
```
50
C16H33Cl, DFT ωB97M-V/def2-TZVPD
C -4.3802 -2.5089 -2.0626
C -5.1428 -1.3447 -1.3107
C -4.8600 -1.2957 0.1931
C -3.3884 -0.8309 0.4032
C -3.0793 -0.6573 1.9224
C -1.6061 -0.2466 2.2379
C -1.1087 1.0692 1.5167
C -0.3759 0.8834 0.1722
C 0.0838 2.1666 -0.4680
C 0.9117 2.0591 -1.7460
C 2.1851 1.2320 -1.7406
C 3.2395 1.8728 -0.8176
C 3.3485 1.4361 0.6265
C 3.5856 -0.0681 0.8734
C 4.9345 -0.4916 0.3165
C 5.1773 -1.9720 0.5101
Cl 6.6658 -2.5222 -0.3702
H -4.7022 -2.5996 -3.1166
H -3.3074 -2.3205 -2.1214
H -4.5152 -3.4451 -1.5238
H -4.9509 -0.3477 -1.7699
H -6.2312 -1.5498 -1.5368
H -5.5337 -0.5131 0.7185
H -5.0669 -2.1886 0.7536
H -3.2353 0.1007 -0.1905
H -2.6717 -1.5738 -0.0281
H -3.8132 0.0651 2.3660
H -3.2731 -1.6245 2.4101
H -1.5024 -0.1883 3.3382
H -1.0188 -1.1128 1.8824
H -0.4082 1.5853 2.2107
H -1.8831 1.8438 1.2969
H 0.4978 0.2584 0.3494
H -1.0319 0.3316 -0.5601
H -0.8438 2.7722 -0.6204
H 0.6612 2.6826 0.2691
H 1.1846 3.1031 -2.0962
H 0.1995 1.6671 -2.4770
H 2.5812 1.3046 -2.7383
H 2.0674 0.1824 -1.4048
H 3.1591 2.9874 -0.8265
H 4.2008 1.6906 -1.3910
H 4.1659 2.0897 1.1099
H 2.4527 1.7441 1.1974
H 3.6213 -0.1569 1.9612
H 2.7457 -0.6620 0.5319
H 5.6721 0.1121 0.8331
H 4.9406 -0.2699 -0.7704
H 5.3394 -2.2454 1.5913
H 4.3091 -2.5042 0.0959
```

Löwdin atomic charge list, values in e, 6 entries: -0.11, -0.26, -0.24, -0.23, -0.22, -0.19

***

# 8
Molecular formula: C9H19AlFO11P
Method: DFT, ωB97M-V/def2-TZVPD

The total energy is -50763.03579 eV. As for the orbital gap (spin up / spin down): 5.40 / 4.87 eV. Its spin multiplicity is 2. As for the charge: -1. Its strongest force on any atom is 5.24 eV/Å. As for the expectation value of S²: 1.77. As for the molecular weight: 380.2 u.

Structure (XYZ):
```
42
C9H19AlFO11P, DFT ωB97M-V/def2-TZVPD
Al -0.2031 -3.0836 -0.6036
P -2.6960 -2.8341 -2.7811
O -1.3042 -2.0982 -3.0994
O -2.1955 -4.3457 -2.8334
O -3.8441 -2.3751 -3.7959
O -2.8889 -2.5761 -1.2625
C 2.9686 -2.7774 2.2687
O 1.7774 -2.9647 1.5469
H 3.4923 -3.7317 2.3250
H 3.7675 -2.1427 1.8851
H 2.8440 -2.5011 3.3157
F 1.8420 -3.8896 -2.5288
C 0.0041 3.5427 -1.3850
C 1.0229 2.8175 -2.2870
O 0.8548 1.3905 -2.1239
C 1.5603 0.6485 -1.2758
O 1.2184 -0.5076 -1.0653
O 2.5187 1.2642 -0.6780
C 3.4207 0.5595 0.2149
H -1.0151 3.2170 -1.5928
H 0.1227 4.5621 -1.7522
H 0.1767 3.3870 -0.3201
H 1.9997 3.1635 -1.9491
H 0.9877 2.8582 -3.3757
H 2.7563 0.1554 0.9788
H 4.0247 1.3576 0.6464
H 4.0531 -0.2144 -0.2201
C -2.1063 0.0231 3.8391
C -1.1648 0.9184 3.1079
O -1.5883 1.3281 1.7976
C -1.6304 0.5122 0.7727
O -1.2231 -0.6358 0.7113
O -2.2546 1.2412 -0.2424
C -2.2356 0.6590 -1.5225
H -1.9283 0.0600 4.9139
H -2.1670 -1.0292 3.5615
H -3.0787 0.4322 3.5648
H -0.2248 0.3700 3.0458
H -0.8902 1.7028 3.8132
H -2.3719 1.4014 -2.3088
H -3.1040 0.0079 -1.6226
H -1.2978 0.1273 -1.6835
```

Löwdin atomic charge list, values in e, 6 entries: 0.99, 0.08, -0.17, -0.18, -0.37, -0.36

***

> What is the molecular weight in the first record?

677.6 u